No. 1
Density functional theory data (the ωB97M-V functional and the def2-TZVPD basis) for a molecular structure, C4H11NO3 at a distorted geometry.

CARTESIAN COORDINATES (ANGSTROEM)
C  -0.346  -0.242  -0.863
O  0.363  -1.189  -1.520
C  0.605  0.505  0.165
C  -0.235  1.353  1.139
C  -1.119  0.473  2.128
O  -2.134  1.021  2.789
N  1.539  -0.478  0.904
H  -1.290  -0.783  -0.377
H  -0.551  0.580  -1.662
H  1.223  1.238  -0.392
H  -0.880  1.930  0.556
H  0.515  2.016  1.629
H  -1.482  -0.262  1.288
H  -0.563  -0.133  2.669
H  1.367  -0.407  1.903
H  1.547  -1.304  0.312
H  0.958  -1.865  -3.933
H  0.294  -1.165  -2.789
O  0.190  -1.289  -3.945

Properties
E_LUMO = 6.87 eV
E = -11954.718 eV
largest force on an atom = 6.3 eV/Å
total charge = -2
ΔE to the lowest compared entry with this formula, charge and spin = 1.8822 eV

Results of the natural (NBO) charge analysis, in e, for atoms 1 through 5:
1. C -0.0426
2. O -0.9217
3. C -0.0478
4. C -0.4517
5. C 0.0006

No. 2
Density functional theory data (the ωB97M-V functional and the def2-TZVPD basis) for 2 unconnected molecules or ions with the total composition C3H9BS at a distorted geometry.

CARTESIAN COORDINATES (ANGSTROEM)
B  -0.400  0.137  0.328
C  0.963  0.879  0.420
C  -1.784  0.114  2.027
C  0.766  -0.860  -2.217
S  -0.704  -0.840  -1.222
H  1.240  1.124  -0.579
H  1.635  0.239  0.835
H  0.915  1.853  0.885
H  -2.014  1.031  2.555
H  -1.321  -0.640  2.691
H  -2.623  -0.426  1.469
H  0.721  -1.770  -2.881
H  1.650  -0.827  -1.426
H  0.956  -0.013  -2.886

Properties
E_LUMO = 0.60 eV
E = -14766.733 eV
largest force on an atom = 4.6 eV/Å
ΔE to the lowest compared entry with this formula, charge and spin = 2.1449 eV

Results of the natural (NBO) charge analysis, in e, for atoms 1 through 5:
1. B 0.5668
2. C -1.0561
3. C -0.8211
4. C -0.7786
5. S 0.0352

No. 3
Density functional theory data (the ωB97M-V functional and the def2-TZVPD basis) for a molecular structure, C7H6CrO5S at a distorted geometry.

CARTESIAN COORDINATES (ANGSTROEM)
O  0.000  0.001  -3.047
C  0.003  -0.051  -1.886
Cr  -0.011  -0.067  0.022
O  1.920  -2.450  -0.005
C  1.180  -1.555  0.061
C  -1.235  1.401  -0.063
O  -1.868  2.367  0.041
C  -1.519  -1.231  0.075
O  -2.451  -1.918  -0.007
C  1.504  1.097  -0.009
O  2.373  1.871  0.049
C  -0.067  -0.593  4.039
S  0.050  0.149  2.362
C  0.121  1.864  2.819
H  -0.181  -1.676  3.973
H  -0.905  -0.171  4.592
H  0.841  -0.360  4.592
H  -0.832  2.161  3.261
H  0.891  1.950  3.589
H  0.354  2.536  1.986

Properties
E_LUMO (spin up / spin down) = -8.58 / -11.76 eV
E = -56828.515 eV
largest force on an atom = 9.5 eV/Å
total charge = +2
spin multiplicity = 5
ΔE to the lowest compared entry with this formula, charge and spin = 0.0000 eV

Results of the natural (NBO) charge analysis, in e, for atoms 1 through 5:
1. O -0.2690
2. C 0.5297
3. Cr -0.1508
4. O -0.2627
5. C 0.6133

No. 4
Density functional theory data (the ωB97M-V functional and the def2-TZVPD basis) for a single C22H29N3O5S molecule at a distorted geometry.

CARTESIAN COORDINATES (ANGSTROEM)
C  -5.546  -0.139  -0.766
C  -4.846  0.403  0.466
H  -5.549  0.931  1.120
H  -4.383  -0.400  1.052
O  -3.833  1.313  0.042
C  -3.068  1.822  1.037
O  -3.188  1.499  2.196
N  -2.195  2.756  0.592
C  -1.922  3.004  -0.805
H  -2.767  2.660  -1.401
C  -0.637  2.289  -1.222
H  -0.399  2.526  -2.260
H  -0.785  1.210  -1.145
C  0.535  2.703  -0.320
N  1.691  1.894  -0.635
C  2.808  2.377  -1.208
O  2.982  3.548  -1.484
C  3.847  1.314  -1.492
H  3.425  0.315  -1.571
H  4.384  1.566  -2.406
S  5.180  1.248  -0.195
O  5.951  0.050  -0.534
C  4.089  0.727  1.246
C  3.406  -0.552  0.990
C  3.892  -1.831  1.072
O  2.886  -2.670  0.726
C  1.830  -1.885  0.441
N  2.101  -0.615  0.577
C  0.556  -2.435  0.041
C  0.411  -3.789  -0.254
C  -0.821  -4.285  -0.633
C  -1.931  -3.453  -0.729
C  -1.779  -2.102  -0.428
C  -0.557  -1.597  -0.044
H  -0.446  -0.556  0.212
H  -2.632  -1.443  -0.492
C  -3.265  -3.984  -1.154
H  -3.488  -3.661  -2.171
H  -4.052  -3.605  -0.505
H  -3.280  -5.070  -1.129
H  -0.924  -5.337  -0.859
H  1.267  -4.443  -0.185
C  5.218  -2.375  1.447
H  5.993  -1.871  0.873
H  5.411  -2.216  2.508
H  5.245  -3.441  1.237
H  3.383  1.536  1.409
H  4.775  0.642  2.087
H  1.659  0.921  -0.324
C  0.168  2.530  1.158
H  0.959  2.941  1.787
C  -1.155  3.227  1.478
H  -1.464  3.014  2.503
H  -1.054  4.309  1.347
H  0.074  1.465  1.382
H  0.805  3.745  -0.524
H  -1.808  4.084  -0.940
H  -6.318  -0.843  -0.467
H  -6.004  0.674  -1.324
H  -4.836  -0.644  -1.416

Properties
E_LUMO = 0.32 eV
E = -48829.225 eV
largest force on an atom = 1.6 eV/Å
ΔE to the lowest compared entry with this formula, charge and spin = 0.2272 eV

Results of the natural (NBO) charge analysis, in e, for atoms 1 through 5:
1. C -0.6237
2. C -0.0647
3. H 0.1887
4. H 0.1887
5. O -0.5375